This record from OMol25 describes 2 unconnected molecules or ions with the total composition CH5INP in a non-equilibrium geometry. The level of theory is ωB97M-V/def2-TZVPD.

LUMO (spin up / spin down), eV: -1.92 / -1.95
Calculated total energy, Ha: -734.845248
Total charge: 0
HOMO (spin up / spin down), Eh: -0.306 / -0.305
Frontier orbital gap (spin up / spin down), eV: 6.39 / 6.36

```
9
Properties=species:S:1:pos:R:3:forces:R:3:mulliken_charge:R:1
C 0.3553 0.6873 0.6039 1.377 -0.552 2.084 -0.7296
N -0.0691 -0.3512 -0.3383 1.246 -1.107 0.508 -0.1823
P 0.7983 -1.6544 -0.8996 1.349 2.100 -0.268 0.0518
I 1.0529 -0.3565 -4.0504 -0.130 -0.730 1.535 -0.4564
H 0.0066 1.6025 0.2564 -1.263 1.589 -0.338 0.3294
H 0.1152 0.5303 1.7200 -0.510 -0.145 -1.873 0.2558
H 1.4293 0.9595 0.7357 -0.182 -1.186 -0.992 0.2848
H -0.8856 -0.1712 -0.8814 -0.720 0.447 0.132 0.3398
H -0.2494 -2.4159 -1.3079 -1.167 -0.417 -0.788 0.1066
```
Positions in Å, forces in eV/Å.